1.
DFT (the ωB97M-V functional and the def2-TZVPD basis) results for 2 unconnected molecules or ions with the total composition C3H2BrClO in a non-equilibrium geometry.

Results
Frontier orbital gap (spin up / spin down): 8.68 / 8.68 eV
Energy relative to the best compared isomer or geometry (same formula, charge and spin): 62.5 kcal per mole
E_tot: -87752.0521 eV
HOMO level (spin up / spin down): -0.3491 / -0.3492 hartree
Molar mass: 169.41 g/mol

```
! wB97M-V def2-TZVPD RIJCOSX def2/J DEFGRID3
* xyz 0 1
C -0.3632 -0.4532 -0.1177
C -1.5098 0.1321 0.0531
C 1.7305 0.5220 -0.0843
O 1.9596 1.6648 -0.0309
Cl -2.9832 -0.7723 0.0379
Br 3.0100 -0.8124 0.0172
H -0.0817 -1.5284 -0.0990
H -1.7622 1.2474 0.2237
*
```

---

2.
DFT (the ωB97M-V functional and the def2-TZVPD basis) results for a single C8H12OS molecule in a non-equilibrium geometry.

Results
Frontier orbital gap (spin up / spin down): 6.24 / 4.75 eV
Energy relative to the best compared isomer or geometry (same formula, charge and spin): 37.3 kcal per mole
E_tot: -21366.4269 eV
HOMO level (spin up / spin down): -0.2017 / -0.2845 hartree
Molar mass: 156.25 g/mol

```
! wB97M-V def2-TZVPD RIJCOSX def2/J DEFGRID3
* xyz 0 3
C -0.5333 0.5563 0.9019
C 1.4756 -0.5895 0.9971
C 0.8874 -0.9870 -0.1758
C -0.4991 -0.3739 -0.2886
C 0.6315 0.3652 1.6352
C -1.3703 -1.5808 -0.1346
C 1.0004 1.1060 2.8765
C 0.0121 1.0387 -2.7384
O -2.0719 -0.5944 -2.7499
S -1.5387 0.4545 -1.9285
H -1.3288 1.2559 1.1288
H 2.5016 -0.7587 1.2876
H 1.2568 -1.7000 -0.8777
H -2.4790 -1.4008 -0.2118
H -0.9471 -2.2782 0.5776
H -1.2776 -1.9555 -1.1874
H 0.3607 1.0196 3.6847
H 1.0398 2.1664 2.6914
H 2.0267 0.7388 3.0756
H 0.5209 0.1303 -2.9694
H -0.1301 1.6920 -3.5248
H 0.4623 1.6950 -2.0695
*
```

---

3.
DFT (the ωB97M-V functional and the def2-TZVPD basis) results for 2 unconnected molecules or ions with the total composition C10H16 in a non-equilibrium geometry.

Results
Frontier orbital gap: 9.97 eV
Energy relative to the best compared isomer or geometry (same formula, charge and spin): 35.3 kcal per mole
E_tot: -10628.2145 eV
HOMO level: -0.3306 hartree
Molar mass: 136.24 g/mol
SMILES: CCc1ccccc1.CC

```
! wB97M-V def2-TZVPD RIJCOSX def2/J DEFGRID3
* xyz 0 1
C -2.2306 -1.3284 -0.9600
C -2.5591 -2.7528 -1.4400
C -0.7663 -1.1228 -0.4736
C 0.2418 -1.1794 -1.4514
C -0.5432 -0.8354 0.8430
C 1.5302 -1.1702 -0.9383
C 0.7584 -0.5709 1.3191
C 1.7641 -0.7248 0.3823
H -2.2167 -0.6824 -1.8325
H -2.8438 -0.8882 -0.1917
H -3.4825 -3.1748 -1.0172
H -0.0519 -1.4129 -2.4625
H -1.2709 -1.1087 1.5939
H 2.4041 -1.1248 -1.5790
H 0.8978 -0.1085 2.2835
H 2.7764 -0.6139 0.7632
H -1.6894 -3.3893 -1.2658
H -2.8567 -2.7758 -2.5183
C 0.6138 3.4409 1.4244
C 1.9394 2.8552 0.9047
H 0.4645 4.3196 0.7987
H -0.1403 2.7064 1.1066
H 0.3886 3.4227 2.4834
H 1.7895 2.3502 -0.0633
H 2.4096 2.2739 1.7049
H 2.6732 3.5952 0.5859
*
```

---

4.
DFT (the ωB97M-V functional and the def2-TZVPD basis) results for a molecular structure, C39H30I2NO3PRuSSbSe4Te in a non-equilibrium geometry.

Results
Frontier orbital gap (spin up / spin down): 3.29 / 3.28 eV
E_tot: -362677.1899 eV
HOMO level (spin up / spin down): -0.0218 / -0.0215 hartree
Molar mass: 1543.79 g/mol

```
! wB97M-V def2-TZVPD RIJCOSX def2/J DEFGRID3
* xyz -2 2
Ru -1.6579 0.4603 1.0796
I -0.1158 1.5703 -0.3733
C 2.0967 2.8634 -0.1279
C 2.3640 3.9462 0.6590
C 3.6043 4.5874 0.5123
C 4.5189 4.1337 -0.4027
C 4.2391 3.0408 -1.2464
C 5.1327 2.5601 -2.2216
C 4.8186 1.4693 -3.0000
C 3.6002 0.8204 -2.8408
C 2.6722 1.2882 -1.9285
P 1.2199 0.2566 -1.5822
C 2.1922 -0.9068 -0.6108
C 2.2964 -2.2862 -0.8029
C 3.0302 -3.0447 0.0856
C 3.7045 -2.4504 1.1402
C 3.6070 -1.0762 1.3338
C 2.8169 -0.3200 0.4988
C 0.2961 0.4012 -3.1526
C 0.6417 1.5290 -3.9123
C -0.2354 2.0685 -4.8342
C -1.4926 1.5179 -5.0178
C -1.8362 0.3814 -4.3091
C -0.9516 -0.1805 -3.4075
C 2.9755 2.3950 -1.1055
H 1.6434 4.3023 1.3856
H 3.8226 5.4405 1.1388
H 5.4877 4.6074 -0.5009
H 6.0732 3.0773 -2.3631
H 5.5143 1.0982 -3.7441
H 3.3611 -0.0429 -3.4640
H 1.8248 -2.7520 -1.6575
H 3.0868 -4.1149 -0.0660
H 4.3038 -3.0514 1.8118
H 4.1408 -0.5875 2.1401
H 2.7459 0.7567 0.6874
H 1.6000 2.0185 -3.7714
H 0.0655 2.9474 -5.3865
H -2.1970 1.9672 -5.7004
H -2.8136 -0.0659 -4.4245
H -1.2885 -1.0600 -2.8788
O -4.1624 -1.0591 -0.8956
C -4.4799 0.2840 -0.6428
C -4.7864 0.5564 0.8119
C -5.5555 1.6345 1.2151
C -5.4872 2.0271 2.5481
C -4.7374 1.2715 3.4418
C -4.1030 0.1328 2.9740
N -4.0907 -0.2051 1.6741
H -3.7819 -1.4193 -0.0731
H -5.3035 0.5782 -1.2937
H -3.6044 0.9538 -0.9075
H -6.1118 2.2408 0.5117
H -5.9428 2.9795 2.8478
H -4.6184 1.6086 4.4603
H -3.5575 -0.5430 3.6311
Se -3.9309 4.8328 3.7811
Sb -3.0200 4.2843 1.5905
Se -1.7560 2.4955 1.1689
Se -2.0182 6.3923 1.0895
Se -5.2025 4.9550 0.7498
Te 0.2177 0.5952 2.6117
C 0.4060 -0.5319 4.2700
C -0.1410 -1.1787 5.3190
C 0.7719 -2.1261 5.8468
C 1.9415 -2.2014 5.1611
S 1.9457 -1.0990 3.8487
H -1.1193 -0.9640 5.7173
H 0.5593 -2.7383 6.7105
H 2.7959 -2.8358 5.3268
I -0.3541 -8.1227 -1.8548
C -0.4521 -6.0788 -1.2691
C -0.7562 -5.7478 0.0478
C -0.8376 -4.4284 0.4128
C -0.6249 -3.4059 -0.5320
C -0.3692 -3.7774 -1.8702
C -0.2760 -5.0935 -2.2352
C -0.6779 -2.0214 -0.1553
O -1.0344 -1.6454 1.0076
O -0.3551 -1.1113 -1.0160
H -0.9199 -6.5206 0.7856
H -1.0663 -4.1680 1.4379
H -0.2490 -3.0130 -2.6291
H -0.0631 -5.3525 -3.2645
*
```

---

5.
DFT (the ωB97M-V functional and the def2-TZVPD basis) results for a single C5H7N3 molecule in a non-equilibrium geometry.

Results
Frontier orbital gap: 9.27 eV
Energy relative to the best compared isomer or geometry (same formula, charge and spin): 167.5 kcal per mole
E_tot: -9762.1248 eV
HOMO level: -0.3083 hartree
Molar mass: 109.13 g/mol

```
! wB97M-V def2-TZVPD RIJCOSX def2/J DEFGRID3
* xyz 0 1
C -0.4023 -1.2154 -1.0141
C 0.6437 -1.1836 -0.1274
C -1.2937 0.4464 0.0766
C 1.6983 -0.1461 -0.0429
C 0.7546 1.0503 0.1708
N -2.0981 1.3596 -0.0322
N -0.2453 -1.3348 0.9628
N -1.3415 -0.9745 0.0737
H -0.6262 -1.3491 -2.0454
H 2.3755 -0.2810 0.7973
H 2.2667 -0.0602 -0.9675
H 0.7389 1.7660 -0.6342
H 0.7699 1.5066 1.1477
H -3.0887 1.2209 -0.1915
H -0.1521 -0.8050 1.8263
*
```

---

6.
DFT (the ωB97M-V functional and the def2-TZVPD basis) results for a molecular structure, C17H46BBrGaN8O5 in a non-equilibrium geometry.

Results
Frontier orbital gap: 5.30 eV
E_tot: -163632.4882 eV
HOMO level: -0.1387 hartree
Molar mass: 603.05 g/mol

```
! wB97M-V def2-TZVPD RIJCOSX def2/J DEFGRID3
* xyz -1 1
C -0.2655 3.9601 -1.7533
C 0.0147 2.6622 -0.9071
Br 1.9790 2.4206 -0.9190
C -0.8064 1.4647 -1.4724
Ga 0.0406 -0.4102 -1.2872
C 1.5525 -0.6078 -2.6707
C 1.1757 0.1305 -4.0259
C 0.3537 -0.7526 -4.9993
C 1.1906 -1.8385 -5.7431
O 2.4641 -1.3908 -6.1893
C -1.3458 -1.9386 -1.6658
C -0.9641 -3.3109 -1.0279
C 0.3169 -3.9714 -1.6647
C 1.5245 -4.0767 -0.6836
C 2.8462 -3.4478 -1.2140
N 3.9624 -3.9493 -0.3228
B 0.6701 -0.7298 0.7130
O 2.0273 -1.1242 0.9810
N -0.2009 -0.6126 1.9274
C -1.6191 -0.8217 1.6381
C -0.0414 0.7819 2.4233
H 0.4901 4.7336 -1.4921
H -0.0919 3.7329 -2.8234
H -1.2753 4.3591 -1.5531
H -0.2858 2.9254 0.1228
H -1.0586 1.6923 -2.5271
H -1.7638 1.4608 -0.8973
H 1.8005 -1.6524 -2.9565
H 2.5103 -0.1382 -2.3503
H 2.1307 0.3906 -4.5334
H 0.6604 1.0857 -3.8429
H -0.0555 -0.0764 -5.7828
H -0.5125 -1.2497 -4.5274
H 1.2564 -2.7464 -5.1098
H 0.6180 -2.1285 -6.6471
H 3.0393 -1.3719 -5.4257
H -2.3165 -1.5595 -1.2635
H -1.5072 -2.1113 -2.7499
H -1.8194 -4.0122 -1.1853
H -0.8119 -3.2748 0.0698
H 0.5600 -3.4794 -2.6208
H 0.0273 -5.0151 -1.9189
H 1.3432 -3.6379 0.3129
H 1.7572 -5.1537 -0.5173
H 2.8484 -2.3485 -1.1236
H 3.0919 -3.7758 -2.2424
H 4.5120 -3.1350 -0.0694
H 3.4823 -4.2339 0.5278
H 1.9547 -1.5607 1.8395
H -2.1764 -0.5725 2.5758
H -2.0310 -0.1518 0.8539
H -1.8747 -1.8676 1.4034
H -0.7341 1.4368 1.8534
H 0.9978 1.1289 2.2858
H -0.2734 0.7818 3.5015
C -0.3424 2.2234 6.2375
O 0.5113 2.1949 5.3636
N -0.4635 3.2613 7.1162
N -1.2487 1.2238 6.4110
H -1.1603 3.3003 7.8372
H 0.1850 4.0189 7.0211
H -1.1951 0.4431 5.7834
H -1.9555 1.2341 7.1255
C -3.8962 0.7870 9.2923
O -3.4416 1.6828 8.5921
N -3.7092 0.7485 10.6406
N -4.6241 -0.2409 8.7773
H -4.0709 0.0264 11.2328
H -3.1761 1.4921 11.0505
H -4.7796 -0.2412 7.7859
H -5.0055 -0.9848 9.3287
C 0.7811 3.1926 -6.2418
O -0.0224 2.4911 -5.6548
N 0.7345 4.5579 -6.1990
N 1.7953 2.6672 -6.9867
H 1.3862 5.1530 -6.6715
H 0.0010 4.9731 -5.6561
H 1.8584 1.6641 -7.0319
H 2.4708 3.2195 -7.4770
*
```

---

7.
DFT (the ωB97M-V functional and the def2-TZVPD basis) results for 2 unconnected molecules or ions with the total composition C21H28NO in a non-equilibrium geometry.

Results
Frontier orbital gap: 6.23 eV
Energy relative to the best compared isomer or geometry (same formula, charge and spin): 60.9 kcal per mole
E_tot: -25761.2147 eV
HOMO level: -0.4230 hartree
Molar mass: 310.46 g/mol

```
! wB97M-V def2-TZVPD RIJCOSX def2/J DEFGRID3
* xyz 1 1
C 4.4910 -2.3539 1.5892
O 4.1780 -0.9478 1.4785
C 2.9322 -0.5187 1.8023
C 2.6467 0.8516 1.5591
C 1.3731 1.3355 1.7411
C 0.3027 0.4827 2.1493
C -1.0404 0.9647 2.1157
C -2.1702 0.0847 1.9210
C -3.5034 0.4953 2.2152
C -4.5851 -0.3655 2.0704
C -4.4005 -1.6707 1.5918
C -3.1108 -2.0970 1.2449
C -2.0267 -1.2352 1.3780
C 0.6564 -0.8438 2.5546
C 1.9253 -1.3544 2.3504
H 5.5552 -2.4016 1.3601
H 4.3040 -2.7308 2.6034
H 3.9208 -2.9435 0.8584
H 3.4515 1.4807 1.1825
H 1.1484 2.3812 1.5271
H -1.1748 2.0229 1.9101
H -3.6684 1.5034 2.5882
H -5.5868 -0.0157 2.3312
H -5.2529 -2.3414 1.4846
H -2.9529 -3.1081 0.8641
H -1.0459 -1.5838 1.0539
H -0.0974 -1.4959 2.9956
H 2.1440 -2.4049 2.5664
C 1.0075 5.6005 5.7916
C 0.5237 4.2450 5.2782
C 1.7238 3.3827 4.9091
C -0.4459 4.4440 4.1079
C -1.5763 5.4426 4.4291
C -2.8291 4.9000 3.7389
C -2.5226 3.4294 3.4381
N -1.0811 3.2162 3.5696
H 1.4715 6.1693 4.9743
H 0.1939 6.2037 6.2079
H 1.7584 5.4697 6.5783
H -0.0495 3.7520 6.0832
H 2.2429 3.7968 4.0340
H 2.4320 3.3672 5.7467
H 1.4437 2.3468 4.6923
H 0.1547 4.8712 3.2872
H -1.7481 5.4854 5.5139
H -1.3139 6.4510 4.0913
H -3.7205 4.9854 4.3685
H -3.0065 5.4385 2.8018
H -3.0817 2.7578 4.1097
H -2.8191 3.2025 2.4110
H -0.8560 2.3795 4.0989
*
```

---

8.
DFT (the ωB97M-V functional and the def2-TZVPD basis) results for a single C5H7NO2 molecule in a non-equilibrium geometry.

Results
Frontier orbital gap: 10.54 eV
Energy relative to the best compared isomer or geometry (same formula, charge and spin): 107.7 kcal per mole
E_tot: -10878.9451 eV
HOMO level: -0.3653 hartree
Molar mass: 113.12 g/mol
SMILES: C[C@@H]1[C@H](C=O)N1C=O

```
! wB97M-V def2-TZVPD RIJCOSX def2/J DEFGRID3
* xyz 0 1
C -1.2132 -1.6315 -0.7879
C -0.5669 -1.1671 0.4790
C -0.4267 0.1282 0.8945
C -0.6997 1.0676 -0.2397
C 1.7332 -0.2865 -0.1227
H -0.3132 -1.2298 -1.6494
H -2.3568 -1.0468 -1.0196
H -1.4466 -2.8567 -0.8950
H -0.6268 -1.9204 1.1967
H -0.6208 0.4996 1.8805
H -0.3004 0.6818 -1.2468
H 2.6662 -1.0925 -0.2980
N 0.7033 -0.7069 0.6975
O -1.3602 2.0770 -0.0566
O 1.9995 0.8291 -0.4672
*
```